[1]
{"formula": "C4H7N2O", "method": "ωB97M-V/def2-TZVPD", "de_lowest_kcal_mol": 163.7, "homo_lumo_gap_ev": [9.68, 7.28], "energy_ha": -340.87530, "total_charge": 1, "species": ["C", "C", "C", "C", "N", "N", "O", "H", "H", "H", "H", "H", "H", "H"], "coordinates": [[0.659891, -0.565825, -0.154289], [2.706723, 0.647098, 0.127600], [-0.627274, -1.177170, -0.318490], [-1.762245, -0.431318, 0.421373], [1.573537, 0.173684, -0.085547], [-0.846768, 1.521586, 0.013573], [-1.864259, 0.710550, -0.251558], [3.151964, 0.578670, 1.108126], [3.366407, 0.856693, -0.675156], [-0.969229, -1.076811, -1.401251], [-0.444887, -2.168679, 0.123172], [-2.583957, -0.981659, 0.302462], [-1.460127, -0.333646, 1.416418], [-0.899774, 2.246829, -0.626432]], "forces_ev_per_a": [[-0.36, 1.75, -0.64], [3.48, 1.01, 1.02], [0.13, -0.72, -0.60], [3.95, -0.71, 0.33], [-2.74, -2.81, -0.25], [0.78, -1.82, 2.22], [-1.36, 3.34, -1.56], [-0.29, 0.24, 0.33], [0.22, 0.53, -0.83], [1.00, -0.92, 1.08], [-0.74, -0.27, -0.74], [-3.47, -2.02, -0.31], [0.01, 0.50, 1.81], [-0.64, 1.90, -1.87]]}

***

[2]
{"formula": "C15H27N3O4PdS3", "method": "ωB97M-V/def2-TZVPD", "de_lowest_kcal_mol": 67.8, "homo_lumo_gap_ev": [5.85, 5.87], "energy_ha": -2375.34336, "species": ["Pd", "O", "N", "C", "C", "C", "C", "C", "S", "H", "H", "H", "H", "C", "S", "O", "O", "O", "H", "H", "H", "C", "C", "C", "C", "N", "C", "S", "N", "C", "C", "C", "C", "H", "H", "H", "H", "H", "H", "H", "H", "H", "H", "H", "H", "H", "H", "H", "H", "H", "H", "H", "H"], "coordinates": [[-0.316679, -0.490661, -0.460343], [-1.972040, 1.031637, -0.089464], [-2.048980, 1.154751, 1.214093], [-2.213297, 2.379281, 1.735634], [-2.434072, 2.569131, 3.076362], [-2.463483, 1.457042, 3.917653], [-2.251260, 0.209473, 3.381344], [-2.019558, 0.047334, 2.012129], [-1.773861, -1.498889, 1.319060], [-2.178634, 3.181837, 1.014115], [-2.587308, 3.561228, 3.465610], [-2.644989, 1.582064, 4.973297], [-2.243453, -0.686107, 3.983060], [3.555671, 0.680188, 0.519425], [1.839119, 0.289665, 0.117270], [1.056158, 0.314625, 1.353089], [1.332899, 1.273470, -0.846772], [1.868242, -1.054658, -0.486824], [3.576723, 1.227152, 1.450799], [3.974257, 1.259988, -0.290663], [4.055840, -0.273515, 0.612371], [0.055490, 1.190064, -6.594862], [-0.524012, -0.102642, -6.033027], [0.282195, -0.678148, -4.868854], [0.272840, 0.204753, -3.616441], [-1.080453, 0.522796, -3.191890], [-1.865906, -0.355566, -2.547382], [-1.326874, -1.947449, -2.247921], [-3.142421, -0.017938, -2.318492], [-4.071631, -0.881557, -1.611584], [-4.717787, -1.933616, -2.517718], [-5.649534, -1.369402, -3.592971], [-4.899129, -0.756692, -4.772179], [-0.503082, 1.499387, -7.476075], [1.092951, 1.038649, -6.886219], [0.009890, 1.996319, -5.867005], [-0.540255, -0.844283, -6.832366], [-1.555425, 0.058673, -5.713680], [1.322568, -0.817562, -5.168930], [-0.127501, -1.653163, -4.602617], [0.800295, 1.138548, -3.803333], [0.802585, -0.324580, -2.804282], [-1.372264, 1.487930, -3.242685], [-3.347785, 0.970175, -2.283465], [-4.841230, -0.251621, -1.162925], [-3.531728, -1.401942, -0.812238], [-5.288948, -2.602243, -1.871362], [-3.927651, -2.518499, -2.989381], [-6.320551, -0.625136, -3.154907], [-6.273498, -2.184761, -3.968184], [-4.384437, 0.155500, -4.481864], [-5.589390, -0.515300, -5.579401], [-4.158516, -1.458400, -5.150321]], "forces_ev_per_a": [[-3.38, -3.00, 1.16], [-0.46, 0.80, 0.41], [-0.31, -0.31, -0.19], [-0.06, 0.53, 0.31], [0.06, -0.28, 0.04], [-0.06, 0.08, -0.12], [0.16, 0.07, -0.13], [-0.18, 0.31, 0.17], [0.83, 0.24, -1.58], [-0.01, -0.09, -0.04], [0.03, 0.14, -0.05], [-0.01, -0.04, 0.11], [0.02, 0.01, 0.12], [-0.86, -0.21, -0.09], [2.37, 0.44, -0.61], [-0.51, -0.08, 0.21], [0.61, 0.47, -0.08], [1.24, 0.08, 0.09], [0.03, 0.16, 0.15], [0.05, 0.09, -0.15], [0.17, -0.11, 0.10], [-0.20, -0.20, 0.01], [0.31, -0.03, 0.00], [-0.25, 0.25, -0.03], [0.55, -0.61, -0.13], [-0.14, 0.16, 0.37], [-0.79, 0.24, -1.04], [0.69, 0.28, 1.24], [0.41, 0.33, 0.13], [-0.08, -0.70, 0.09], [-0.27, 0.42, 0.04], [0.24, -0.13, -0.06], [-0.26, 0.07, 0.05], [0.01, 0.12, -0.06], [0.13, 0.08, -0.02], [0.07, 0.16, 0.05], [-0.13, -0.08, -0.02], [-0.08, -0.06, -0.05], [0.05, -0.06, -0.01], [0.15, 0.00, -0.04], [-0.08, 0.04, 0.16], [-0.13, 0.37, -0.41], [-0.06, -0.11, 0.06], [0.08, -0.04, -0.02], [0.08, 0.06, 0.00], [-0.13, 0.29, -0.02], [0.06, -0.08, 0.06], [-0.04, -0.12, 0.03], [-0.07, -0.04, 0.03], [-0.05, 0.05, 0.04], [0.07, 0.05, -0.08], [0.02, 0.03, -0.09], [0.11, -0.04, -0.10]]}

***

[3]
{"formula": "C16H24Br2O2PdSe2", "method": "ωB97M-V/def2-TZVPD", "s_squared": 2.015, "multiplicity": 3, "de_lowest_kcal_mol": 0.0, "homo_lumo_gap_ev": [4.94, 5.43], "energy_ha": -10853.29432, "total_charge": -2, "species": ["Pd", "Br", "C", "Br", "H", "H", "O", "C", "C", "C", "O", "C", "Se", "C", "Se", "H", "H", "H", "H", "H", "H", "H", "H", "H", "H", "C", "C", "C", "C", "C", "C", "C", "C", "C", "C", "H", "H", "H", "H", "H", "H", "H", "H", "H", "H", "H", "H"], "coordinates": [[-0.568036, -0.025767, 0.703918], [-2.591514, -0.930623, -0.821527], [0.550521, -1.410241, -0.321731], [2.341193, -2.060936, 0.300170], [0.769280, -0.966618, -1.288866], [-0.024688, -2.317971, -0.455254], [1.761744, 5.223200, 3.251377], [0.425083, 4.975625, 2.741199], [0.294350, 3.546328, 2.215066], [0.805773, 2.570410, 3.281661], [0.505763, 2.991533, 4.630969], [1.158879, 3.436328, 0.949385], [1.179551, 1.746895, -0.077498], [-1.200216, 3.398394, 1.860553], [-2.089850, 1.646139, 1.834233], [1.982826, 6.140130, 3.078766], [0.203280, 5.674431, 1.927626], [-0.292694, 5.137596, 3.545772], [1.883620, 2.438780, 3.164487], [0.328089, 1.607839, 3.136224], [1.068371, 3.755425, 4.796439], [2.189671, 3.662140, 1.224378], [0.822214, 4.215936, 0.260623], [-1.341612, 3.837633, 0.870706], [-1.799770, 3.981311, 2.564936], [-1.792250, -2.007147, 2.938276], [-0.431828, -1.519193, 3.427894], [-0.661873, -0.620019, 4.662756], [0.280610, -0.727781, 2.355835], [0.466331, -2.692068, 3.862367], [1.776727, -2.440418, 4.280964], [2.615467, -3.458758, 4.704137], [2.171985, -4.778495, 4.713045], [0.879285, -5.051915, 4.293092], [0.040776, -4.018054, 3.875833], [-2.392460, -1.154446, 2.628194], [-2.331898, -2.532592, 3.735853], [-1.704049, -2.659570, 2.067927], [-1.294685, 0.221525, 4.374935], [0.281859, -0.217191, 5.039629], [-1.141283, -1.191479, 5.469767], [1.309212, -0.425951, 2.517508], [2.145537, -1.421580, 4.258148], [3.628688, -3.223127, 5.011458], [2.832074, -5.579550, 5.025528], [0.518084, -6.074922, 4.272145], [-0.956412, -4.258683, 3.534237]], "forces_ev_per_a": [[0.24, 0.17, -0.09], [-0.16, -0.12, -0.12], [0.05, 0.05, 0.08], [-0.18, 0.07, -0.08], [0.05, -0.02, -0.09], [0.01, -0.10, 0.04], [-0.18, 0.01, -0.05], [0.31, 0.07, -0.06], [-0.01, -0.12, -0.12], [-0.18, 0.15, 0.22], [0.08, -0.13, -0.21], [-0.13, 0.03, 0.02], [0.09, -0.01, 0.23], [-0.05, -0.03, -0.04], [-0.01, 0.00, 0.10], [0.00, -0.01, 0.01], [0.00, 0.00, 0.01], [-0.03, 0.01, 0.08], [0.08, 0.02, 0.03], [-0.04, -0.08, 0.02], [0.01, 0.00, 0.01], [0.05, -0.06, -0.03], [0.00, 0.01, -0.05], [-0.02, 0.04, 0.00], [0.00, -0.01, 0.02], [-0.08, -0.06, 0.01], [0.24, -0.12, -0.06], [0.03, 0.02, 0.07], [-0.15, 0.10, 0.12], [0.01, 0.04, -0.02], [0.03, 0.00, 0.09], [-0.06, 0.02, -0.05], [-0.07, 0.03, -0.03], [0.02, 0.15, -0.04], [0.05, -0.07, -0.02], [-0.03, 0.06, 0.02], [0.03, 0.00, -0.04], [0.02, -0.01, 0.00], [-0.01, -0.02, 0.02], [-0.04, -0.02, -0.01], [0.01, 0.05, -0.04], [0.07, -0.09, 0.01], [0.00, -0.05, 0.01], [-0.02, -0.01, 0.00], [0.00, 0.00, 0.01], [0.00, 0.02, 0.01], [-0.01, -0.02, 0.02]]}